Entry 1:
Entry from OMol25: a molecular structure, C6H13NO3S (ωB97M-V/def2-TZVPD).

Cartesian coordinates (Å):
C (2.312, 1.323, -0.049)
C (-1.116, 1.046, -0.901)
C (-1.673, -1.203, 0.100)
C (-1.678, 0.983, 1.434)
C (1.760, -1.556, -1.107)
C (-1.062, 0.197, 0.308)
N (0.314, 0.119, 0.672)
O (2.063, 1.255, -1.234)
O (1.656, -1.791, 1.554)
O (2.625, 0.233, 0.720)
S (1.375, -0.828, 0.544)
H (2.399, 2.291, 0.422)
H (-0.329, 0.604, -1.539)
H (-2.099, 0.900, -1.471)
H (-1.195, 2.221, -0.771)
H (-1.261, -1.623, -0.698)
H (-2.776, -1.052, -0.196)
H (-1.624, -1.827, 0.968)
H (-0.968, 1.850, 1.769)
H (-2.664, 1.266, 1.285)
H (-1.611, 0.346, 2.326)
H (2.776, -1.424, -1.253)
H (1.503, -2.565, -1.230)
H (1.271, -0.764, -1.654)

## Properties
Calculated total energy in Eh: -914.94675
F_max in hartree/bohr: 0.10460
LUMO in eV: 0.73

=====

Entry 2:
Entry from OMol25: 2 unconnected molecules or ions with the total composition C6H13NO5 (ωB97M-V/def2-TZVPD).

Cartesian coordinates (Å):
O (1.923, -1.188, -2.237)
C (1.879, -0.611, -1.243)
O (2.145, -1.178, -0.050)
C (1.506, 0.866, -1.226)
C (0.056, 0.995, -1.705)
C (-0.884, 0.793, -0.506)
N (-2.284, 1.070, -0.910)
C (-3.137, -0.068, -0.861)
O (-4.208, 0.016, -0.462)
O (-2.690, -1.272, -1.287)
H (1.468, -0.886, 0.583)
H (1.586, 1.281, -0.227)
H (2.203, 1.361, -1.891)
H (-0.124, 2.006, -2.054)
H (-0.205, 0.252, -2.451)
H (-0.587, 1.554, 0.210)
H (-0.746, -0.185, -0.055)
H (-2.257, 1.423, -1.860)
H (-2.127, -1.171, -2.067)
C (1.263, -1.142, 3.510)
O (0.784, -0.211, 2.536)
H (1.852, -1.896, 2.995)
H (1.893, -0.635, 4.243)
H (0.426, -1.626, 4.017)
H (0.264, 0.452, 3.000)

## Properties
SMILES string: O=C(O)CCCNC(=O)O.CO
Calculated total energy in Eh: -667.36051
F_max in hartree/bohr: 0.09663
LUMO in eV: 0.41

=====

Entry 3:
Entry from OMol25: 2 unconnected molecules or ions with the total composition C6H13NOS (ωB97M-V/def2-TZVPD).

Cartesian coordinates (Å):
C (-1.671, 2.026, -1.800)
C (1.181, -1.759, 1.479)
C (1.341, 0.741, 1.105)
C (-1.240, -1.344, -0.734)
C (0.424, -0.475, 0.970)
C (0.119, -0.889, -0.428)
N (-1.636, 3.297, -2.191)
O (-2.539, 1.274, -1.477)
S (1.336, -0.911, -1.799)
H (1.621, -1.564, 2.418)
H (0.498, -2.522, 1.524)
H (2.006, -1.937, 0.938)
H (2.140, 0.499, 0.520)
H (1.606, 0.996, 2.160)
H (0.830, 1.692, 0.843)
H (-1.962, -0.481, -0.844)
H (-1.637, -1.923, 0.148)
H (-1.215, -2.080, -1.434)
H (-0.480, -0.375, 1.492)
H (-0.799, 3.861, -2.031)
H (-2.429, 3.950, -1.844)
H (1.236, -2.213, -1.996)

## Properties
Calculated total energy in Eh: -764.44315
F_max in hartree/bohr: 0.08045
LUMO (spin up / spin down) in eV: -0.33 / 0.79

=====

Entry 4:
Entry from OMol25: a molecular structure, C6H13NP (ωB97M-V/def2-TZVPD).

Cartesian coordinates (Å):
C (1.681, 0.930, -0.049)
C (0.759, -0.014, 0.449)
C (-0.687, 0.933, -0.628)
C (3.133, 0.732, -0.009)
C (0.734, -1.448, 0.115)
C (-2.722, -0.037, 0.271)
N (-1.952, 1.172, -0.025)
P (0.786, 2.126, -0.934)
H (0.358, 0.206, 1.488)
H (-0.771, 0.179, -1.368)
H (3.588, -0.106, -0.709)
H (3.228, 0.442, 1.061)
H (3.647, 1.722, -0.308)
H (1.293, -1.932, 0.920)
H (1.098, -1.592, -0.877)
H (-0.206, -1.971, 0.255)
H (-2.157, -0.816, 0.829)
H (-3.720, 0.104, 0.685)
H (-2.976, -0.485, -0.646)
H (-1.829, 1.293, 0.952)
H (-2.392, 1.895, -0.545)

## Properties
Total charge: +1
Calculated total energy in Eh: -632.12179
F_max in hartree/bohr: 0.11947
LUMO in eV: -3.68

=====

Entry 5:
Entry from OMol25: C6H13NS in the gas phase (ωB97M-V/def2-TZVPD).

Cartesian coordinates (Å):
C (0.982, -1.332, 1.334)
C (0.198, -0.215, 0.667)
C (-0.097, -0.483, -0.816)
C (-0.368, 0.923, -1.408)
C (0.135, 1.870, -0.310)
C (1.156, 1.673, 1.862)
H (2.008, -1.407, 0.867)
H (0.481, -2.264, 1.237)
H (1.108, -1.134, 2.423)
H (-0.769, -0.090, 1.212)
H (0.792, -0.899, -1.226)
H (-2.361, -1.075, -0.550)
H (0.160, 1.057, -2.347)
H (-1.435, 1.073, -1.617)
H (-0.748, 2.306, 0.223)
H (0.742, 2.695, -0.692)
H (1.674, 2.613, 1.695)
H (0.256, 1.859, 2.432)
H (1.818, 1.074, 2.499)
N (0.916, 1.042, 0.585)
S (-1.386, -1.732, -1.139)

## Properties
SMILES string: C[C@@H]1[C@@H](S)CCN1C
Calculated total energy in Eh: -689.34706
F_max in hartree/bohr: 0.03746
LUMO in eV: 0.99

=====

Entry 6:
Entry from OMol25: C6H13NS in the gas phase (ωB97M-V/def2-TZVPD).

Cartesian coordinates (Å):
C (0.233, -1.964, 0.583)
C (0.700, -0.566, 0.535)
C (0.593, 0.212, -1.907)
C (0.379, 1.892, -0.049)
C (-1.525, 0.348, -0.542)
C (-0.015, 0.502, -0.541)
N (-0.144, -1.010, 1.604)
S (0.471, -1.167, 3.199)
H (-0.587, -2.279, -0.048)
H (0.931, -2.753, 0.838)
H (1.740, -0.340, 0.726)
H (1.674, 0.325, -1.877)
H (0.197, 0.905, -2.648)
H (0.361, -0.800, -2.225)
H (0.000, 2.656, -0.726)
H (-0.033, 2.072, 0.942)
H (1.461, 1.992, 0.003)
H (-1.969, 1.193, -1.066)
H (-1.904, 0.332, 0.476)
H (-1.835, -0.563, -1.048)
H (-0.727, -0.989, 3.772)

## Properties
SMILES string: CC(C)(C)[C@@H]1CN1S
Calculated total energy in Eh: -689.29473
F_max in hartree/bohr: 0.06078
LUMO in eV: 0.84

=====

Entry 7:
Entry from OMol25: 2 unconnected molecules or ions with the total composition C6H13O (ωB97M-V/def2-TZVPD).

Cartesian coordinates (Å):
C (-1.578, -1.300, 0.355)
C (-0.817, 0.000, 0.344)
C (0.524, 0.000, 0.326)
C (1.285, 1.303, 0.343)
C (1.285, -1.304, 0.342)
C (-1.578, 1.300, 0.355)
H (-2.631, -1.056, 0.378)
H (-1.387, -1.919, -0.535)
H (-1.379, -1.954, 1.218)
H (2.339, 1.052, 0.361)
H (1.101, 1.920, -0.550)
H (1.088, 1.941, 1.224)
H (2.339, -1.052, 0.357)
H (1.085, -1.943, 1.221)
H (1.102, -1.919, -0.552)
H (-2.632, 1.057, 0.377)
H (-1.378, 1.955, 1.217)
H (-1.385, 1.919, -0.535)
O (0.831, -0.001, -2.946)
H (1.784, 0.001, -3.300)

## Properties
Calculated total energy in Eh: -311.52947
F_max in hartree/bohr: 0.03476
LUMO (spin up / spin down) in eV: 0.80 / -1.96
Multiplicity: 2

=====

Entry 8:
Entry from OMol25: 2 unconnected molecules or ions with the total composition C6H13O2 (ωB97M-V/def2-TZVPD).

Cartesian coordinates (Å):
C (-0.833, 0.820, 0.028)
C (-0.118, 1.726, -0.964)
C (-1.596, 1.651, 1.066)
C (-1.805, -0.098, -0.707)
H (-0.092, 0.216, 0.553)
H (-0.864, 2.265, -1.562)
H (-2.349, 2.274, 0.571)
H (-2.084, 1.012, 1.808)
H (-0.907, 2.301, 1.612)
H (-1.282, -0.691, -1.457)
H (-2.303, -0.772, -0.002)
H (-2.580, 0.496, -1.206)
H (0.498, 1.121, -1.626)
H (0.519, 2.450, -0.458)
C (2.490, -2.664, 0.612)
C (1.958, -1.379, -0.054)
O (2.194, -0.308, 0.551)
O (1.324, -1.525, -1.128)
H (2.277, -3.547, 0.008)
H (1.993, -2.776, 1.579)
H (3.562, -2.572, 0.778)

## Properties
Total charge: -1
Calculated total energy in Eh: -386.95952
F_max in hartree/bohr: 0.00796
LUMO in eV: 3.84

=====

Entry 9:
Entry from OMol25: 2 unconnected molecules or ions with the total composition C6H13O2 (ωB97M-V/def2-TZVPD).

Cartesian coordinates (Å):
C (-0.271, 3.253, -0.503)
O (0.636, 4.206, -0.661)
C (0.116, 2.208, 0.797)
C (-0.596, 0.920, 0.453)
C (0.104, -0.465, 0.521)
C (1.058, -0.828, -0.332)
C (1.815, -2.118, -0.341)
H (-0.436, 2.715, -1.472)
H (-1.277, 3.513, -0.133)
H (1.191, 2.291, 0.666)
H (-0.218, 2.864, 1.596)
H (-1.255, 0.741, 1.312)
H (-1.110, 0.909, -0.506)
H (-0.127, -0.998, 1.438)
H (1.269, -0.144, -1.147)
H (1.480, -2.852, 0.380)
H (2.912, -2.015, -0.268)
H (1.860, -2.548, -1.354)
H (-3.189, -3.865, -0.267)
H (-1.667, -3.597, 0.128)
O (-2.295, -4.190, -0.307)

## Properties
Total charge: -1
Calculated total energy in Eh: -386.80285
F_max in hartree/bohr: 0.07602
LUMO in eV: 2.93

=====

Entry 10:
Entry from OMol25: a molecular structure, C6H13O2 (ωB97M-V/def2-TZVPD).

Cartesian coordinates (Å):
C (0.595, 1.240, 2.411)
O (0.526, 2.505, 2.803)
C (1.153, 1.085, 0.994)
C (0.922, -0.346, 0.384)
C (-0.372, -0.440, -0.298)
C (-0.559, 0.065, -1.597)
C (-1.810, -0.362, -2.298)
H (1.224, 0.540, 3.047)
H (-0.391, 0.669, 2.444)
H (2.240, 1.194, 1.010)
H (0.764, 1.842, 0.316)
H (1.015, -1.080, 1.180)
H (1.735, -0.514, -0.317)
H (-1.275, -0.863, 0.114)
H (0.086, 0.771, -2.090)
H (-1.461, -1.363, -2.605)
H (-2.703, -0.492, -1.698)
H (-2.147, 0.278, -3.110)
H (-0.705, -3.687, -2.343)
H (-0.122, -1.053, -1.411)
O (-0.304, -2.944, -1.888)

## Properties
Total charge: -1
Calculated total energy in Eh: -386.71691
F_max in hartree/bohr: 0.04945
LUMO in eV: 2.90

=====

Entry 11:
Entry from OMol25: 2 unconnected molecules or ions with the total composition C6H13O2 (ωB97M-V/def2-TZVPD).

Cartesian coordinates (Å):
C (-0.817, -1.493, 0.704)
O (-1.328, -0.448, 1.455)
C (0.800, -1.298, 0.411)
C (0.957, 0.202, 0.408)
C (1.980, 0.614, -0.740)
C (1.830, 1.901, -2.743)
C (1.488, 1.824, -1.461)
H (-1.419, -1.639, -0.177)
H (-0.877, -2.413, 1.363)
H (1.358, -1.820, 1.197)
H (0.991, -1.799, -0.521)
H (0.039, 0.712, 0.154)
H (1.370, 0.526, 1.334)
H (2.976, 0.718, -0.264)
H (2.149, -0.261, -1.422)
H (2.343, 1.170, -3.362)
H (1.457, 2.793, -3.294)
H (0.817, 2.509, -0.980)
H (-2.943, -0.473, 1.568)
H (-4.249, -0.850, 2.328)
O (-3.908, -0.835, 1.426)

## Properties
Total charge: -1
Calculated total energy in Eh: -386.83602
F_max in hartree/bohr: 0.06685
LUMO in eV: 3.66

=====

Entry 12:
Entry from OMol25: 2 unconnected molecules or ions with the total composition C6H13O2 (ωB97M-V/def2-TZVPD).

Cartesian coordinates (Å):
C (-0.608, -3.351, 1.050)
C (-0.772, -3.175, -0.457)
C (-0.152, -2.029, 1.752)
O (-0.267, -2.068, 3.004)
O (0.288, -1.115, 1.034)
H (-1.545, -3.727, 1.466)
H (0.159, -4.106, 1.228)
H (-0.774, -4.050, -1.119)
H (0.076, -2.594, -0.836)
H (-1.603, -2.509, -0.705)
C (0.260, 2.098, -0.849)
C (-0.483, 2.808, 0.293)
C (1.536, 2.880, -1.285)
H (-0.369, 1.869, -1.708)
H (0.612, 1.189, -0.385)
H (-1.168, 3.546, -0.122)
H (-0.861, 2.095, 1.033)
H (1.950, 2.410, -2.190)
H (0.277, 3.241, 0.936)
H (2.290, 2.743, -0.513)
H (1.155, 3.845, -1.625)

## Properties
Total charge: -2
Calculated total energy in Eh: -386.78470
F_max in hartree/bohr: 0.04407
LUMO (spin up / spin down) in eV: 6.16 / 6.04
Multiplicity: 2